# 1
Density functional theory data (wB97M-V/def2-TZVPD) for a single C6H11N molecule.

```
18
Properties=species:S:1:pos:R:3:mulliken_charge:R:1
C -1.43 1.29 -0.90 -1.278
C -0.67 0.94 0.38 -0.571
C 0.26 -0.33 0.28 1.330
C 0.96 -0.48 1.66 -1.596
C 1.27 -0.62 -1.19 -1.254
C -0.51 -1.49 -0.04 -0.054
N -0.99 -2.45 -0.47 -0.581
H -0.74 1.60 -1.68 0.282
H -2.14 2.11 -0.73 0.405
H -1.99 0.42 -1.25 0.328
H -1.40 0.72 1.17 0.347
H -0.13 1.83 0.75 0.370
H 0.19 -0.69 2.42 0.372
H 1.66 -1.31 1.67 0.399
H 1.49 0.42 2.01 0.376
H 1.81 -1.59 -1.14 0.362
H 0.70 -0.67 -2.13 0.308
H 1.67 0.28 -0.81 0.455
```

As for the gap between HOMO and LUMO: 10.61 eV. As for the charge: 0.


# 2
Density functional theory data (wB97M-V/def2-TZVPD) for 2 unconnected molecules or ions with the total composition C6H11N.

```
18
Properties=species:S:1:pos:R:3:mulliken_charge:R:1
C -3.45 0.74 0.22 -1.010
C -2.24 1.41 -0.31 -0.406
C -1.13 1.45 0.35 0.461
N -0.04 1.52 0.95 -0.606
H -3.83 0.04 -0.52 0.284
H -3.22 0.19 1.13 0.310
H -4.22 1.49 0.45 0.296
H -2.30 2.02 -1.21 0.343
H 0.68 0.89 0.39 0.337
C 0.93 -1.19 -0.74 -0.757
C 1.85 -1.18 0.22 0.053
C 3.29 -0.90 0.05 -0.998
H 1.16 -0.88 -1.76 0.232
H -0.05 -1.59 -0.54 0.292
H 1.58 -1.49 1.22 0.296
H 3.61 -0.13 0.76 0.272
H 3.87 -1.79 0.31 0.305
H 3.50 -0.59 -0.97 0.295
```

As for the gap between HOMO and LUMO: 9.49 eV. As for the charge: 0.


# 3
Density functional theory data (wB97M-V/def2-TZVPD) for a single C6H11N molecule.

```
18
Properties=species:S:1:pos:R:3:mulliken_charge:R:1
H 2.43 0.51 -0.98 0.267
N 1.98 -0.39 -0.90 -0.662
C 1.30 -0.24 0.16 -0.346
C 0.05 -0.97 0.51 0.535
C -0.19 -2.27 -0.25 -1.492
C -1.03 0.11 0.16 -0.799
C -0.66 1.52 0.56 -0.320
C -0.31 2.48 -0.30 -0.650
H 1.41 0.66 0.76 0.558
H 0.04 -1.14 1.59 0.264
H -1.16 -2.68 0.03 0.398
H -0.17 -2.09 -1.33 0.330
H 0.59 -2.99 -0.02 0.385
H -1.96 -0.17 0.65 0.381
H -1.19 0.11 -0.93 0.283
H -0.70 1.76 1.62 0.333
H -0.36 2.32 -1.38 0.262
H -0.05 3.47 0.04 0.274
```

As for the gap between HOMO and LUMO: 10.54 eV. As for the charge: 0.


# 4
Density functional theory data (wB97M-V/def2-TZVPD) for a gas-phase ion, C6H11N2 (charge +1).

```
19
Properties=species:S:1:pos:R:3:mulliken_charge:R:1
C -0.96 1.61 3.85 -0.758
C -0.81 1.28 2.48 0.327
N 0.09 0.68 1.62 -0.555
N 0.32 0.43 0.43 0.455
C 1.04 -0.29 -0.35 -0.247
C 0.71 -0.58 -1.79 0.569
C -0.22 0.46 -2.34 -1.494
C 0.19 -2.08 -1.79 -1.215
H -1.40 0.78 4.32 0.326
H 0.02 1.62 4.39 0.319
H -1.58 2.53 3.98 0.302
H 1.89 -0.85 0.01 0.458
H 1.72 -0.61 -2.31 0.291
H -0.30 0.38 -3.44 0.364
H 0.09 1.48 -2.18 0.394
H -1.13 0.38 -1.78 0.366
H 0.33 -2.61 -2.65 0.421
H 0.85 -2.52 -1.10 0.414
H -0.85 -2.07 -1.33 0.262
```

As for the gap between HOMO and LUMO (spin up / spin down): 8.53 / 8.53 eV. As for the charge: +1.